Entry from the OMol25 dataset: a molecular structure, C45H53BiClN6O6S2Si at a distorted geometry (ωB97M-V with the def2-TZVPD basis set).

Cartesian coordinates (Å):
Bi -0.5400 0.9589 -1.2383
C -4.7611 2.8314 1.0347
C -3.4209 2.7891 0.7470
N -2.9053 1.6502 0.3339
C -3.7381 0.5622 0.2084
C -5.0829 0.6430 0.5940
N -5.6048 1.8000 1.0029
C -3.2211 -0.7322 -0.2435
C -3.7472 -1.8515 0.3814
C -3.6382 -3.0775 -0.3231
C -2.8358 -3.1363 -1.4316
C -2.2241 -1.9357 -1.9713
N -2.4489 -0.8105 -1.3436
C -1.3880 -1.8797 -3.1349
C -1.2206 -2.9705 -4.0031
N -0.5462 -2.9041 -5.1424
C 0.0449 -1.6971 -5.3662
C -0.3835 -0.5396 -4.6453
N -1.0777 -0.6213 -3.5639
C -4.4383 -4.2507 0.1191
C -4.6651 -5.4430 -0.6447
C -5.1989 -6.5198 -0.0234
N -5.4884 -6.4251 1.3179
C -5.2705 -5.3792 2.0790
C -4.7905 -4.1907 1.4741
H -5.1416 3.7659 1.4262
H -2.7073 3.6328 0.7331
H -5.8163 -0.1677 0.3826
H -4.2589 -1.7163 1.3543
H -2.4672 -4.1026 -1.8156
H -1.4307 -4.0037 -3.7480
H 0.7848 -1.6188 -6.1818
H -0.2860 0.4564 -5.0302
H -4.5926 -5.3331 -1.7529
H -5.2791 -7.5015 -0.4544
H -5.4808 -5.5018 3.1526
H -4.5805 -3.3780 2.2001
Cl -1.4216 6.2006 -6.6793
C -1.5326 4.9719 -5.4029
C -2.7733 4.7701 -4.7359
C -2.6924 4.1151 -3.5172
C -1.5188 3.3836 -3.1950
O -1.7198 2.5848 -2.2030
C -0.2703 3.4250 -3.9379
C 0.9007 2.8184 -3.5477
O 0.9555 1.8197 -2.8136
C -0.3764 4.2556 -5.0839
H -3.7063 5.3213 -5.0428
H -3.5812 3.9991 -2.9232
H 1.9385 3.0669 -4.0083
H 0.3991 4.4111 -5.8485
C 1.0616 -0.5576 4.0177
C 1.0123 -0.7342 2.5046
C -0.4068 -0.8112 2.0293
C 1.9416 -1.8559 2.0750
O 1.5149 0.5219 1.8124
Si 1.3715 2.0961 2.0180
S 0.6124 2.8512 0.2118
O 0.5182 2.5108 3.3480
C 0.0987 3.6069 4.2943
C -0.0590 2.8271 5.5835
C 1.2390 4.6667 4.3636
C -1.1073 4.3231 3.6938
O 2.8193 2.7569 2.2684
C 3.9014 3.5900 1.5436
C 3.2774 4.8781 1.2225
C 4.9621 3.6522 2.6609
C 4.3998 2.7352 0.4029
H 0.9068 -1.5783 4.4369
H 0.1883 0.0743 4.4123
H 2.0265 -0.0900 4.2596
H -0.9128 -1.7759 2.3654
H -0.3358 -0.7157 0.9619
H -1.0045 0.1369 2.3305
H 1.8314 -2.8660 2.5816
H 2.9379 -1.5143 2.2343
H 1.8150 -2.1550 1.0465
H 0.9373 2.3438 5.7194
H -0.8820 2.1039 5.3441
H -0.2592 3.4313 6.4278
H 2.2222 4.1370 4.3150
H 1.2044 5.2523 5.2341
H 1.0479 5.3324 3.4689
H -1.7553 3.6346 3.0678
H -0.8214 5.1586 3.0643
H -1.7956 4.5995 4.4728
H 2.4076 5.1070 1.7454
H 2.8690 4.8523 0.1614
H 3.9709 5.7882 1.1953
H 4.5864 4.3828 3.3719
H 5.9915 3.7948 2.3301
H 4.8677 2.7131 3.1013
H 3.6420 2.4913 -0.3555
H 4.7042 1.7537 0.8123
H 5.2324 3.2093 -0.0894
C 3.2606 -7.3662 -0.7560
C 3.0533 -6.0534 -1.4625
C 4.2166 -5.2873 -1.7164
C 4.1282 -3.9706 -2.0429
C 2.8874 -3.3641 -2.1207
C 1.6904 -4.1237 -2.0078
C 1.7781 -5.5395 -1.8238
S 2.5728 -1.5242 -2.2127
C 3.8009 -0.7692 -1.1659
O 1.3011 -1.2056 -1.4550
H 3.4226 -8.1769 -1.5409
H 2.3298 -7.7053 -0.2421
H 4.1828 -7.3199 -0.1854
H 5.1450 -5.8049 -1.4789
H 4.9338 -3.4455 -2.4691
H 0.7632 -3.6221 -2.0516
H 0.8902 -6.1179 -2.0155
H 3.8588 0.2998 -1.4135
H 4.8111 -1.2362 -1.2781
H 3.4398 -0.8716 -0.1708

- 2S+1: 1
- Energy above the lowest of the compared OMol25 structures with the same formula, charge and spin: 50.4 kcal per mole
- Charge: +1
- Energy: -116656.0003 eV